[1]
Below is one molecule with the formula C2H2N2O4 at a distorted geometry, with properties calculated with ωB97M-V/def2-TZVPD.

Bonds (Å) are listed after each position.
Element x y z (Å)
1 O 2.766 0.397 0.168  C2 1.226
2 C 1.606 0.073 -0.065  O1 1.226, O3 1.435, C7 1.663
3 O 1.112 -1.267 -0.210  C2 1.435, N4 1.375
4 N -0.250 -1.382 -0.062  O3 1.375, N5 1.476, H9 1.007
5 N -0.740 -0.002 -0.250  N4 1.476, O6 1.366, C7 1.369
6 O -2.008 0.091 0.251  N5 1.366, H10 0.994
7 C 0.209 0.974 -0.102  C2 1.663, N5 1.369, O8 1.198
8 O 0.113 2.168 -0.083  C7 1.198
9 H -0.362 -1.457 0.936  N4 1.007
10 H -2.447 0.406 -0.583  O6 0.994

Summary:
**Energy above the lowest of the compared OMol25 structures with the same formula, charge and spin**: 333.39 kJ/mol
**HOMO level**: -10.08 eV
**Energy**: -13271.7207 eV

Mulliken population analysis, charges in e, atoms 1 to 6:
1 O -0.47
2 C 0.55
3 O -0.21
4 N -0.24
5 N 0.21
6 O -0.39


[2]
Below is a 2-piece molecular cluster, C2H2N2OSi overall at a distorted geometry, with properties calculated with ωB97M-V/def2-TZVPD.

Bonds (Å) are listed after each position.
Element x y z (Å)
1 C -0.154 1.170 1.624  N3 1.133
2 C 0.998 -0.769 -0.309  N4 1.148, Si6 1.868
3 N 0.285 0.489 2.415  C1 1.133
4 N 1.826 -1.041 0.437  C2 1.148
5 O -0.664 1.564 -0.922  Si6 1.548
6 Si -0.471 0.043 -1.129  C2 1.868, O5 1.548, H7 1.441, H8 1.667
7 H -0.590 -0.798 -2.294  Si6 1.441
8 H -1.231 -0.658 0.179  Si6 1.667

Summary:
**Energy above the lowest of the compared OMol25 structures with the same formula, charge and spin**: 608.32 kJ/mol
**HOMO level (alpha / beta)**: -11.94 / -11.97 eV
**Energy**: -15004.5350 eV

Mulliken population analysis, charges in e, atoms 1 to 6:
1 C 0.15
2 C 0.17
3 N -0.19
4 N -0.33
5 O -0.26
6 Si 0.47


[3]
Below is one molecule with the formula C2H2N2S at a distorted geometry, with properties calculated with ωB97M-V/def2-TZVPD.

Bonds (Å) are listed after each position.
Element x y z (Å)
1 N 2.304 -0.842 0.000  C2 1.160
2 C 1.511 0.005 -0.009  N1 1.160, C3 1.458
3 C 0.545 1.095 0.049  C2 1.458, N4 1.272, H6 1.062
4 N -0.713 0.939 -0.049  C3 1.272, S5 1.666
5 S -1.370 -0.592 -0.001  N4 1.666, H7 1.367
6 H 0.962 2.070 -0.014  C3 1.062
7 H -2.524 0.128 0.135  S5 1.367

Summary:
**Energy above the lowest of the compared OMol25 structures with the same formula, charge and spin**: 136.43 kJ/mol
**HOMO level**: -9.77 eV
**Energy**: -15919.9931 eV

Mulliken population analysis, charges in e, atoms 1 to 6:
1 N -0.33
2 C 0.14
3 C 0.07
4 N -0.33
5 S -0.09
6 H 0.35